# C32H32NO10

4 unconnected molecules or ions with the total composition C32H32NO10 (wB97M-V/def2-TZVPD, OMol25).

ORCA input file:
```
! wB97M-V def2-TZVPD RIJCOSX def2/J DEFGRID3
* xyz 1 1
C 3.206 1.494 2.240
C 3.358 0.336 1.251
C 2.562 -0.897 1.735
C 3.092 0.667 -0.251
C 4.435 0.794 -0.991
C 2.259 1.896 -0.562
O 0.812 1.636 -0.744
C 0.184 0.833 0.093
N -0.039 1.276 1.342
C -0.718 0.578 2.267
C -1.224 -0.637 1.937
C -1.039 -1.123 0.640
C -1.641 -2.474 0.356
O -1.535 -3.365 1.150
O -2.269 -2.533 -0.815
C -0.324 -0.397 -0.307
C -0.110 -0.810 -1.733
C -1.077 -0.083 -2.649
O -0.962 -0.056 -3.841
H 3.102 1.104 3.249
H 2.352 2.139 2.053
H 4.098 2.118 2.239
H 4.404 0.041 1.310
H 2.185 -1.499 0.910
H 1.764 -0.628 2.424
H 3.221 -1.554 2.300
H 2.597 -0.202 -0.689
H 4.283 1.087 -2.027
H 4.919 -0.178 -0.994
H 5.083 1.511 -0.491
H 2.547 2.307 -1.522
H 2.364 2.699 0.162
H 0.328 2.184 1.599
H -0.838 1.005 3.249
H -1.781 -1.222 2.651
H -2.562 -3.458 -0.985
H -0.231 -1.879 -1.863
H 0.885 -0.541 -2.080
H -1.900 0.470 -2.159
C -3.366 5.084 -4.573
C -3.337 5.435 -3.289
C -2.534 4.675 -2.301
O -2.501 4.982 -1.127
C -1.763 3.512 -2.802
C -1.789 3.154 -4.081
C -2.595 3.914 -5.075
O -2.619 3.590 -6.239
H -3.946 5.623 -5.311
H -3.892 6.281 -2.905
H -1.176 2.979 -2.061
H -1.228 2.307 -4.454
C -4.859 -4.705 -4.239
C -5.158 -4.153 -5.413
C -4.597 -2.833 -5.821
O -4.871 -2.337 -6.888
C -3.684 -2.146 -4.865
C -3.400 -2.710 -3.697
C -3.953 -4.017 -3.298
O -3.645 -4.491 -2.215
H -5.253 -5.663 -3.923
H -5.817 -4.629 -6.128
H -3.281 -1.190 -5.176
H -2.760 -2.308 -2.930
C 2.640 -2.462 7.471
C 2.419 -1.849 6.312
C 2.780 -0.426 6.118
O 2.575 0.134 5.054
C 3.398 0.295 7.253
C 3.621 -0.314 8.414
C 3.260 -1.743 8.617
O 3.462 -2.299 9.670
H 2.386 -3.501 7.641
H 1.972 -2.353 5.464
H 3.653 1.333 7.081
H 4.070 0.190 9.261
*
```

Values from the calculation:
DFT total energy (Ha): -2045.4076
Orbital gap (eV): 7.71
F_max (hartree/bohr): 0.011

=====

# C26H36AuBrN4OSSe

A molecular structure, C26H36AuBrN4OSSe (wB97M-V/def2-TZVPD, OMol25).

ORCA input file:
```
! wB97M-V def2-TZVPD RIJCOSX def2/J DEFGRID3
* xyz 0 1
Au -0.258 0.545 0.270
C 2.092 -6.012 -2.876
C 2.390 -4.842 -3.821
C 3.809 -5.016 -4.364
C 1.416 -4.893 -5.005
C 2.216 -3.522 -3.076
C 0.988 -3.196 -2.516
C 0.823 -2.001 -1.852
Br -0.934 -1.708 -1.130
C 1.825 -1.009 -1.675
O 1.610 0.125 -1.096
C 3.091 -1.381 -2.225
C 3.228 -2.589 -2.902
C 4.368 -0.527 -2.138
C 4.788 -0.102 -3.553
C 5.497 -1.368 -1.518
C 4.249 0.748 -1.301
H 2.197 -6.963 -3.399
H 1.079 -5.956 -2.481
H 2.781 -6.007 -2.030
H 3.882 -5.967 -4.892
H 4.547 -5.022 -3.562
H 4.070 -4.224 -5.066
H 1.530 -5.829 -5.552
H 1.604 -4.068 -5.692
H 0.382 -4.822 -4.672
H 0.147 -3.872 -2.589
H 4.199 -2.815 -3.314
H 4.989 -0.960 -4.192
H 5.692 0.509 -3.514
H 3.996 0.483 -4.022
H 5.797 -2.194 -2.160
H 5.180 -1.789 -0.565
H 6.378 -0.746 -1.345
H 3.523 1.429 -1.731
H 5.227 1.236 -1.275
H 3.934 0.540 -0.280
C -1.876 0.977 -3.702
N -0.577 1.576 -3.462
C 0.519 1.473 -4.286
C 1.527 2.146 -3.691
N 1.032 2.655 -2.514
C 1.808 3.302 -1.481
C -0.248 2.280 -2.364
Se -1.349 2.641 -0.905
H -1.905 0.630 -4.732
H -2.654 1.720 -3.536
H -2.029 0.141 -3.022
H 0.487 0.930 -5.210
H 2.542 2.303 -3.998
H 2.732 3.670 -1.918
H 2.026 2.571 -0.701
H 1.233 4.128 -1.065
N 1.796 2.285 2.284
C 1.578 1.000 2.604
S 0.001 0.367 2.722
N 2.619 0.200 2.879
C 4.002 0.488 2.890
C 4.866 -0.507 2.443
C 6.231 -0.293 2.448
C 6.748 0.917 2.892
C 5.886 1.898 3.352
C 4.514 1.688 3.366
H 0.995 2.777 1.915
H 2.712 2.582 1.982
H 2.354 -0.771 2.970
H 4.458 -1.438 2.072
H 6.891 -1.070 2.088
H 7.815 1.088 2.886
H 6.279 2.834 3.724
H 3.860 2.439 3.787
*
```

Values from the calculation:
DFT total energy (Ha): -6815.9748
Orbital gap (eV): 7.10
F_max (hartree/bohr): 0.011

=====

# C6H13O

A gas-phase ion, C6H13O (charge -1) in a non-equilibrium geometry (wB97M-V/def2-TZVPD, OMol25).

ORCA input file:
```
! wB97M-V def2-TZVPD RIJCOSX def2/J DEFGRID3
* xyz -1 1
C -2.018 1.858 -0.281
O -3.074 1.536 0.492
C -1.550 0.605 -1.232
C -0.922 -0.437 -0.306
C 0.381 -0.087 0.415
C 1.587 -0.948 -0.050
C 2.568 -1.211 1.162
H -1.145 2.260 0.275
H -2.594 2.383 -1.110
H -0.799 0.953 -1.964
H -2.478 0.233 -1.641
H -1.727 -0.607 0.450
H -0.909 -1.482 -0.684
H 0.615 0.918 0.020
H 0.273 0.055 1.490
H 2.296 -0.400 -0.674
H 1.230 -1.804 -0.636
H 2.955 -0.219 1.354
H 2.081 -1.581 2.061
H 3.229 -2.026 0.858
*
```

Values from the calculation:
DFT total energy (Ha): -311.5761
Structure (SMILES): CCCCCC[O-]
Orbital gap (eV): 5.46
F_max (hartree/bohr): 0.076

=====

# C4H15NO2

3 unconnected molecules or ions with the total composition C4H15NO2 in a non-equilibrium geometry (wB97M-V/def2-TZVPD, OMol25).

ORCA input file:
```
! wB97M-V def2-TZVPD RIJCOSX def2/J DEFGRID3
* xyz 0 1
C -1.409 1.349 -0.395
C -1.019 0.457 0.784
C -0.221 -0.772 0.224
N 1.244 -0.503 0.270
C 1.871 -0.936 1.522
H -0.801 1.211 -1.305
H -2.336 1.140 -0.953
H -1.325 2.388 -0.076
H -0.266 0.975 1.364
H -1.864 0.116 1.367
H -0.393 -1.656 0.841
H -0.420 -0.805 -0.837
H 1.635 -1.005 -0.516
H 1.225 -0.624 2.343
H 2.205 -1.969 1.524
H 2.758 -0.305 1.667
H 0.902 2.967 0.063
H 1.726 1.769 0.813
O 1.330 2.652 0.858
H -1.907 -1.753 -3.540
H -2.277 -2.042 -2.102
O -1.641 -2.291 -2.786
*
```

Values from the calculation:
DFT total energy (Ha): -366.5879
Structure (SMILES): CCCNC.O.O
Orbital gap (eV): 9.67
F_max (hartree/bohr): 0.042

=====

What did the fourth record say?
# C4H15NO2

3 unconnected molecules or ions with the total composition C4H15NO2 in a non-equilibrium geometry (wB97M-V/def2-TZVPD, OMol25).

ORCA input file:
```
! wB97M-V def2-TZVPD RIJCOSX def2/J DEFGRID3
* xyz 0 1
C -1.409 1.349 -0.395
C -1.019 0.457 0.784
C -0.221 -0.772 0.224
N 1.244 -0.503 0.270
C 1.871 -0.936 1.522
H -0.801 1.211 -1.305
H -2.336 1.140 -0.953
H -1.325 2.388 -0.076
H -0.266 0.975 1.364
H -1.864 0.116 1.367
H -0.393 -1.656 0.841
H -0.420 -0.805 -0.837
H 1.635 -1.005 -0.516
H 1.225 -0.624 2.343
H 2.205 -1.969 1.524
H 2.758 -0.305 1.667
H 0.902 2.967 0.063
H 1.726 1.769 0.813
O 1.330 2.652 0.858
H -1.907 -1.753 -3.540
H -2.277 -2.042 -2.102
O -1.641 -2.291 -2.786
*
```

Values from the calculation:
DFT total energy (Ha): -366.5879
Structure (SMILES): CCCNC.O.O
Orbital gap (eV): 9.67
F_max (hartree/bohr): 0.042

=====

Number 2 is which compound? C26H36AuBrN4OSSe

=====

What is the formula in the first record? C32H32NO10